No. 1
Formula: C32H41N7O2PSTl
Source: the Open Molecules 2025 dataset
Level of theory: ωB97M-V/def2-TZVPD

The geometry in ORCA input format:
```
! wB97M-V def2-TZVPD RIJCOSX def2/J DEFGRID3
* xyz 0 1
Tl -0.95 -1.37 0.42
C -4.48 -0.20 1.73
C -3.47 0.43 2.64
C -3.84 1.56 3.39
C -2.85 2.27 4.00
C -1.53 1.79 3.98
C -0.52 2.59 4.55
C 0.69 2.03 4.69
C 0.99 0.72 4.25
C 0.07 0.01 3.54
S 0.58 -1.46 2.69
C -1.27 0.56 3.36
N -2.24 -0.08 2.66
H -4.57 -1.33 1.83
H -4.04 -0.13 0.74
H -5.48 0.23 1.80
H -4.83 1.98 3.36
H -3.08 3.16 4.55
H -0.77 3.60 4.85
H 1.55 2.59 5.15
H 1.92 0.36 4.56
N -2.85 -3.41 2.20
N -1.70 -4.00 2.75
C -1.04 -5.00 2.09
N 0.29 -5.07 2.33
N -1.71 -5.72 1.21
N -1.17 -6.78 0.60
O -0.27 -7.37 1.17
O -1.66 -7.16 -0.47
H -2.74 -2.43 2.33
H -3.64 -3.83 2.74
H -1.11 -3.31 3.18
H 0.67 -4.72 3.15
H 0.75 -5.99 2.02
C 0.61 1.48 -2.88
C 1.53 0.27 -3.15
C 2.79 0.74 -3.87
C 0.76 -0.62 -4.11
P 1.69 -0.48 -1.44
C 2.56 0.86 -0.44
C 3.89 1.28 -0.69
C 4.43 2.34 0.03
C 3.69 2.89 1.04
C 2.44 2.45 1.36
C 1.87 1.45 0.60
C 2.86 -1.92 -1.46
C 2.13 -3.15 -1.92
C 3.32 -2.15 -0.05
C 4.08 -1.77 -2.38
H 0.24 1.86 -3.82
H 1.03 2.28 -2.26
H -0.25 1.16 -2.30
H 2.43 1.42 -4.64
H 3.34 -0.09 -4.33
H 3.48 1.26 -3.26
H 0.62 -0.03 -5.01
H -0.18 -0.97 -3.71
H 1.31 -1.50 -4.41
H 4.45 0.89 -1.53
H 5.44 2.63 -0.25
H 4.15 3.69 1.60
H 1.90 2.81 2.30
H 0.84 1.09 0.78
H 1.19 -3.29 -1.35
H 2.77 -4.01 -1.87
H 1.94 -3.05 -2.97
H 2.40 -2.04 0.55
H 4.10 -1.50 0.25
H 3.60 -3.20 0.00
H 3.83 -1.81 -3.43
H 4.84 -2.57 -2.26
H 4.67 -0.89 -2.17
N -1.81 2.47 0.78
C -2.33 2.84 -0.17
C -2.89 3.34 -1.42
C -4.27 3.37 -1.61
C -4.73 3.83 -2.82
C -3.97 4.21 -3.86
C -2.57 4.16 -3.67
C -2.02 3.67 -2.50
H -4.85 3.03 -0.78
H -5.83 3.86 -2.96
H -4.37 4.62 -4.80
H -1.90 4.54 -4.40
H -0.95 3.75 -2.34
*
```

Calculated values
* LUMO: -0.015 eV
* HOMO level: -7.39 eV
* Kohn-Sham gap: 7.372 eV

---

No. 2
Formula: C32H42Cl3IrNO6P
Source: the Open Molecules 2025 dataset
Level of theory: ωB97M-V/def2-TZVPD

The geometry in ORCA input format:
```
! wB97M-V def2-TZVPD RIJCOSX def2/J DEFGRID3
* xyz 0 1
Ir 1.29 0.21 1.32
Cl 0.85 4.90 6.99
C 0.62 4.07 5.51
C 1.06 2.76 5.38
C 0.91 2.11 4.18
Cl 1.45 0.48 4.03
C 0.34 2.72 3.03
O 0.26 2.18 1.88
C -0.14 4.05 3.25
Cl -0.86 4.85 1.91
C 0.00 4.71 4.45
H 1.52 2.25 6.21
H -0.36 5.72 4.56
O 1.37 -2.19 1.65
C 0.20 -2.19 2.10
O -0.45 -1.13 2.27
C -0.49 -3.48 2.40
C 0.14 -4.52 3.08
C -0.55 -5.69 3.34
C -1.85 -5.86 2.89
C -2.45 -4.82 2.18
C -1.79 -3.63 1.95
N -3.78 -4.99 1.66
O -4.41 -5.97 2.02
O -4.19 -4.16 0.88
H 1.16 -4.39 3.40
H -0.07 -6.49 3.88
H -2.40 -6.77 3.07
H -2.29 -2.83 1.42
C -0.19 -3.76 -3.03
C 1.03 -2.94 -3.48
C 1.33 -1.78 -2.53
C 0.04 -1.14 -2.03
C -0.77 -2.16 -1.21
C -0.38 -3.61 -1.53
P 0.36 0.38 -0.98
C 1.40 1.51 -2.07
C 1.18 2.98 -1.72
C 1.87 3.89 -2.75
C 3.22 3.32 -3.19
C 3.79 2.41 -2.11
C 2.90 1.17 -1.93
C -1.28 1.24 -0.86
C -2.25 0.58 0.14
C -3.60 1.28 0.02
C -4.25 0.92 -1.33
C -3.20 0.64 -2.40
C -1.96 1.51 -2.21
H -0.06 -4.81 -3.30
H -1.09 -3.40 -3.53
H 0.84 -2.55 -4.49
H 1.91 -3.58 -3.55
H 1.94 -1.05 -3.07
H 1.91 -2.12 -1.67
H -0.53 -0.81 -2.90
H -1.83 -2.04 -1.42
H -0.60 -1.97 -0.15
H -1.18 -4.27 -1.18
H 0.53 -3.89 -1.00
H 1.07 1.35 -3.10
H 1.57 3.16 -0.71
H 0.12 3.24 -1.71
H 1.99 4.88 -2.32
H 1.21 3.99 -3.62
H 3.93 4.13 -3.40
H 3.11 2.75 -4.12
H 3.85 2.96 -1.17
H 4.80 2.08 -2.37
H 3.10 0.74 -0.95
H 3.18 0.44 -2.68
H -1.01 2.20 -0.39
H -1.84 0.69 1.15
H -2.38 -0.48 -0.05
H -3.45 2.36 0.10
H -4.25 0.97 0.84
H -4.90 1.74 -1.64
H -4.88 0.04 -1.21
H -3.63 0.82 -3.39
H -2.91 -0.41 -2.37
H -2.27 2.56 -2.26
H -1.27 1.34 -3.04
C 3.75 2.15 1.81
O 3.26 0.98 1.31
H 4.77 2.31 1.43
H 3.81 2.11 2.91
H 3.13 3.02 1.55
*
```

Calculated values
* LUMO: -1.374 eV
* HOMO level: -7.81 eV
* Kohn-Sham gap: 6.432 eV

---

No. 3
Formula: C32H42ClNO29
Source: the Open Molecules 2025 dataset
Level of theory: ωB97M-V/def2-TZVPD

The geometry in ORCA input format:
```
! wB97M-V def2-TZVPD RIJCOSX def2/J DEFGRID3
* xyz 0 1
C -2.17 -1.60 -2.02
C -1.28 -0.20 -1.83
O -1.82 0.70 -0.99
N 0.05 -0.05 -2.54
C 0.99 -1.00 -1.81
C 0.56 1.37 -2.56
O 1.78 1.47 -1.68
C 3.03 1.65 -2.49
O 4.24 2.05 -2.06
O 2.58 1.31 -3.88
C 1.26 1.97 -3.93
C 0.41 2.02 -5.33
C 1.44 2.38 -6.56
O 2.04 3.59 -6.51
Cl 1.76 1.23 -7.99
H -2.41 -1.99 -0.92
H -3.20 -1.39 -2.56
H -1.50 -2.39 -2.57
H 2.08 -1.05 -2.29
H 1.03 -0.80 -0.64
H 0.57 -2.11 -1.91
H -0.16 2.26 -2.27
H 1.52 3.07 -3.61
H -0.23 1.05 -5.55
H -0.35 2.93 -5.26
O -2.23 -3.16 0.77
C -3.21 -2.66 1.31
O -3.45 -2.69 2.65
C -4.54 -1.82 2.89
C -5.24 -1.78 1.57
O -4.20 -2.01 0.64
H -5.18 -2.21 3.69
H -4.15 -0.84 3.19
H -5.99 -2.58 1.47
H -5.73 -0.82 1.39
O -2.09 -0.09 -6.29
C -2.12 -0.41 -7.46
O -3.22 -0.32 -8.26
C -2.79 -0.56 -9.59
C -1.54 -1.35 -9.40
O -1.05 -0.90 -8.16
H -3.55 -1.11 -10.15
H -2.61 0.40 -10.08
H -1.73 -2.43 -9.34
H -0.81 -1.16 -10.20
O 0.43 -4.71 7.43
C 0.05 -4.50 6.29
O 0.23 -5.37 5.24
C -0.53 -4.87 4.16
C -0.65 -3.41 4.47
O -0.60 -3.37 5.88
H -0.03 -5.05 3.21
H -1.50 -5.37 4.15
H 0.18 -2.83 4.07
H -1.60 -2.98 4.11
O 7.97 3.79 -8.14
C 7.06 3.75 -7.33
O 5.82 3.24 -7.59
C 5.13 3.18 -6.36
C 5.83 4.20 -5.53
O 7.14 4.22 -6.05
H 4.07 3.40 -6.49
H 5.24 2.17 -5.95
H 5.39 5.20 -5.64
H 5.84 3.94 -4.46
O -5.64 -0.25 6.09
C -4.52 0.24 6.20
O -3.38 -0.34 5.71
C -2.36 0.63 5.83
C -2.85 1.52 6.92
O -4.26 1.42 6.81
H -1.40 0.15 6.08
H -2.25 1.15 4.88
H -2.55 1.17 7.92
H -2.52 2.55 6.80
O 3.91 0.81 6.14
C 3.45 -0.16 6.73
O 4.15 -1.29 7.01
C 3.34 -2.07 7.88
C 1.96 -1.58 7.59
O 2.17 -0.24 7.18
H 3.46 -3.13 7.68
H 3.65 -1.87 8.92
H 1.49 -2.13 6.77
H 1.31 -1.62 8.47
O -4.67 -6.75 3.88
C -4.51 -6.36 5.02
O -4.88 -7.06 6.13
C -4.32 -6.39 7.25
C -4.13 -4.99 6.74
O -3.93 -5.17 5.36
H -5.00 -6.43 8.11
H -3.37 -6.87 7.51
H -5.02 -4.37 6.90
H -3.27 -4.50 7.20
O 1.90 7.07 -4.04
C 3.02 7.55 -3.93
O 4.16 6.98 -4.42
C 5.18 7.94 -4.30
C 4.69 8.83 -3.20
O 3.28 8.74 -3.32
H 6.14 7.46 -4.05
H 5.29 8.47 -5.25
H 4.99 8.48 -2.21
H 5.02 9.87 -3.33
*
```

Calculated values
* LUMO: -0.332 eV
* HOMO level: -9.90 eV
* SMILES: CC(=O)N(C)[C@H]1OC(=O)O[C@H]1CC(=O)Cl.O=C1OCCO1.O=C1OCCO1.O=C1OCCO1.O=C1OCCO1.O=C1OCCO1.O=C1OCCO1.O=C1OCCO1.O=C1OCCO1
* Kohn-Sham gap: 9.571 eV

---

No. 4
Formula: C32H42CrN4OS
Source: the Open Molecules 2025 dataset
Level of theory: ωB97M-V/def2-TZVPD

The geometry in ORCA input format:
```
! wB97M-V def2-TZVPD RIJCOSX def2/J DEFGRID3
* xyz 1 2
Cr 0.16 0.22 0.16
C 2.34 -0.74 1.50
C 2.14 -1.63 0.42
C 0.79 -2.11 0.52
C 0.21 -1.42 1.64
C 1.17 -0.58 2.26
C 1.04 0.13 3.59
C 2.43 0.33 4.21
C 0.38 1.52 3.45
C 0.20 -0.73 4.55
C 0.08 -3.38 -0.02
C -0.94 -3.05 -1.12
C 1.02 -4.46 -0.57
C -0.68 -4.06 1.14
C 3.29 -1.96 -0.53
C 2.82 -2.22 -1.99
C 4.06 -3.19 0.02
C 4.32 -0.82 -0.56
H 3.26 -0.22 1.70
H -0.71 -1.73 2.12
H 3.05 0.96 3.57
H 2.93 -0.62 4.37
H 2.33 0.83 5.17
H 1.10 2.25 3.07
H 0.03 1.87 4.42
H -0.47 1.50 2.77
H 0.59 -1.75 4.59
H -0.85 -0.78 4.24
H 0.24 -0.31 5.55
H -0.44 -2.61 -1.99
H -1.69 -2.36 -0.74
H -1.44 -3.96 -1.43
H 1.63 -4.11 -1.40
H 0.41 -5.28 -0.94
H 1.66 -4.85 0.22
H -1.60 -3.53 1.40
H -0.05 -4.12 2.03
H -0.96 -5.07 0.85
H 3.19 -3.18 -2.35
H 3.21 -1.45 -2.65
H 1.74 -2.21 -2.08
H 3.50 -4.11 -0.09
H 4.29 -3.05 1.08
H 5.00 -3.29 -0.52
H 3.86 0.14 -0.78
H 5.05 -1.03 -1.34
H 4.87 -0.74 0.38
O -0.71 2.11 0.19
N -0.11 3.28 0.39
C -0.89 4.38 0.50
C -0.34 5.62 0.69
C 1.05 5.73 0.77
C 1.83 4.60 0.66
C 1.24 3.35 0.46
S 2.12 1.90 0.38
H -1.95 4.20 0.43
H -0.98 6.48 0.77
H 1.51 6.70 0.92
H 2.90 4.64 0.73
N -2.09 -0.21 -2.20
C -2.64 -0.12 -0.94
C -4.04 -0.13 -0.87
C -4.66 -0.05 0.35
C -3.86 0.05 1.49
C -2.50 0.04 1.33
N -1.87 -0.07 0.15
C -0.83 0.06 -2.70
C -0.73 0.06 -4.10
C 0.47 0.35 -4.70
C 1.56 0.65 -3.88
C 1.38 0.61 -2.52
N 0.21 0.31 -1.90
H -2.77 -0.37 -2.92
H -4.61 -0.20 -1.78
H -5.74 -0.06 0.42
H -4.29 0.14 2.48
H -1.86 0.10 2.20
H -1.60 -0.17 -4.69
H 0.57 0.36 -5.77
H 2.52 0.90 -4.29
H 2.21 0.83 -1.86
*
```

Calculated values
* LUMO (alpha / beta): -3.509 / -2.962 eV
* ⟨S²⟩: 0.823
* HOMO level (alpha / beta): -10.10 / -10.24 eV
* energy above the lowest of the compared OMol25 structures with the same formula, charge and spin: 119.9 kJ/mol
* Kohn-Sham gap (alpha / beta): 6.595 / 7.276 eV

---

No. 5
Formula: C32H42CsN5Sb
Source: the Open Molecules 2025 dataset
Level of theory: ωB97M-V/def2-TZVPD

The geometry in ORCA input format:
```
! wB97M-V def2-TZVPD RIJCOSX def2/J DEFGRID3
* xyz -1 1
Cs 0.73 -0.10 1.99
N 2.41 -2.34 1.05
C 1.59 -3.27 1.83
C 2.04 -3.34 3.29
N 1.64 -2.21 4.13
C 0.49 -2.48 4.97
C -0.78 -2.95 4.26
N -1.36 -1.97 3.36
C 2.73 -1.56 4.85
C 2.57 -0.08 5.21
N 2.69 0.80 4.07
H 1.92 -2.03 0.21
H 3.25 -2.81 0.73
H 1.63 -4.27 1.39
H 0.55 -2.95 1.77
H 3.13 -3.42 3.30
H 1.67 -4.27 3.73
H 0.25 -1.56 5.52
H 0.73 -3.24 5.73
H -1.47 -3.29 5.04
H -0.55 -3.84 3.67
H -1.87 -1.24 3.84
H -2.00 -2.39 2.69
H 3.63 -1.65 4.24
H 2.95 -2.10 5.80
H 3.31 0.13 5.99
H 1.59 0.09 5.67
H 3.59 0.74 3.62
H 2.54 1.78 4.29
C 2.57 2.34 -0.63
C 1.41 3.29 -0.48
C 1.63 4.64 -0.71
C 0.65 5.61 -0.49
C -0.57 5.18 0.04
C -0.83 3.84 0.29
C -2.13 3.43 0.92
C 0.13 2.80 -0.02
N -0.13 1.51 0.22
H 2.89 2.20 -1.67
H 2.29 1.35 -0.25
H 3.44 2.70 -0.07
H 2.61 4.96 -1.07
H 0.84 6.66 -0.69
H -1.34 5.91 0.27
H -2.84 4.26 0.95
H -1.98 3.07 1.95
H -2.58 2.60 0.37
C -2.28 -4.29 -3.89
C -3.02 -3.14 -4.13
C -2.72 -1.96 -3.45
C -1.70 -1.87 -2.50
C -0.99 -3.06 -2.28
C -1.25 -4.24 -2.95
Sb -0.86 -0.13 -1.06
C 0.54 0.14 -2.71
C 0.13 0.51 -3.99
C 1.05 0.57 -5.04
C 2.38 0.24 -4.83
C 2.80 -0.15 -3.56
C 1.88 -0.19 -2.51
C -2.43 1.14 -1.78
C -3.77 0.76 -1.65
C -4.80 1.62 -2.01
C -4.51 2.87 -2.52
C -3.18 3.27 -2.66
C -2.16 2.41 -2.29
H -2.50 -5.21 -4.42
H -3.82 -3.15 -4.86
H -3.31 -1.07 -3.68
H -0.18 -3.06 -1.53
H -0.66 -5.13 -2.75
H -0.91 0.73 -4.18
H 0.71 0.86 -6.03
H 3.09 0.28 -5.65
H 3.83 -0.41 -3.38
H 2.23 -0.46 -1.52
H -4.01 -0.23 -1.26
H -5.83 1.30 -1.89
H -5.31 3.55 -2.80
H -2.95 4.26 -3.04
H -1.13 2.75 -2.36
*
```

Calculated values
* LUMO: 1.406 eV
* HOMO level: -2.19 eV
* energy above the lowest of the compared OMol25 structures with the same formula, charge and spin: 47.7 kJ/mol
* Kohn-Sham gap: 3.594 eV

---

For the records above, the corresponding largest force on an atom values read 0.080; 0.072; 0.191; 0.060; 0.026 hartree/bohr.
For the records above, the corresponding E values read -2689.636914; -3576.915534; -3941.317051; -2981.275894; -1778.644039 a.u..